Below is an isolated ion of composition C3H4ClO4 and charge -1 at a distorted geometry, with properties calculated with ωB97M-V/def2-TZVPD.

Geometry as XYZ:
```
12
Properties=species:S:1:pos:R:3:mulliken_charge:R:1
O 0.201 -2.067 -0.753 -0.621
C -0.278 -0.952 -0.791 0.704
O -0.530 -0.192 -1.919 -0.480
C -0.622 -0.194 0.490 -0.718
O -0.473 -1.006 1.582 -0.539
C 0.551 1.243 0.296 0.350
O 0.454 1.900 -0.745 -0.750
Cl 2.218 0.295 0.600 -0.389
H -0.532 0.714 -1.746 0.357
H -1.595 0.271 0.308 0.450
H 0.342 -1.499 1.321 0.381
H 0.265 1.487 1.355 0.254
```

LUMO energy, eV: 3.91
E_HOMO, eV: -3.85
Energy above the lowest of the compared OMol25 structures with the same formula, charge and spin, kcal/mol: 44.0
Spin multiplicity: 1
Frontier orbital gap, eV: 7.8
SMILES string: O=C(O)[C@@H](O)[C@H]([O-])Cl
E, a.u.: -877.91423
Net charge: -1

=====

Below is an isolated ion of composition C3H4ClO4 and charge -1 at a distorted geometry, with properties calculated with ωB97M-V/def2-TZVPD.

Geometry as XYZ:
```
12
Properties=species:S:1:pos:R:3:mulliken_charge:R:1
O 1.547 -1.707 0.609 -0.755
C 0.384 -1.282 0.535 0.706
O -0.697 -1.871 0.441 -0.762
C 0.350 0.283 0.507 0.321
O 1.622 0.770 0.390 -0.600
Cl -0.461 0.966 1.938 -0.272
C -0.628 0.871 -0.919 -0.485
O -1.832 0.176 -0.911 -0.568
H 2.166 -0.060 0.485 0.402
H -0.793 1.937 -0.811 0.321
H 0.000 0.620 -1.780 0.243
H -1.656 -0.702 -0.484 0.449
```

LUMO energy, eV: 3.73
E_HOMO, eV: -4.97
Energy above the lowest of the compared OMol25 structures with the same formula, charge and spin, kcal/mol: 24.0
Spin multiplicity: 1
Frontier orbital gap, eV: 8.7
SMILES string: O=C([O-])[C@](O)(Cl)CO
E, a.u.: -877.94609
Net charge: -1

=====

Below is C3H4CoO4 as an isolated structure at a distorted geometry, with properties calculated with ωB97M-V/def2-TZVPD.

Geometry as XYZ:
```
12
Properties=species:S:1:pos:R:3:mulliken_spin:R:1
C -0.867 -0.551 1.439 0.000
C -0.066 -1.173 0.320 0.002
O -0.119 -0.366 -0.853 0.030
C 0.463 0.799 -0.877 0.024
O -0.370 -0.053 2.439 0.000
O 0.670 1.378 -1.939 -0.075
O 0.911 1.227 0.266 -0.003
Co 0.560 1.085 -3.740 4.021
H -1.954 -0.473 1.237 0.000
H -0.502 -2.142 0.047 0.000
H 0.974 -1.314 0.648 0.001
H 0.300 1.583 1.015 0.000
```

LUMO energy (alpha / beta), eV: -4.08 / -6.83
E_HOMO (alpha / beta), eV: -12.30 / -14.65
Energy above the lowest of the compared OMol25 structures with the same formula, charge and spin, kcal/mol: 13.5
Spin multiplicity: 5
Frontier orbital gap (alpha / beta), eV: 8.2 / 7.8
E, a.u.: -1800.01522
⟨S²⟩: 6.005
Net charge: +1

=====

Below is C3H4CrO3 as an isolated structure at a distorted geometry, with properties calculated with ωB97M-V/def2-TZVPD.

Geometry as XYZ:
```
11
Properties=species:S:1:pos:R:3:mulliken_spin:R:1
H -2.439 -0.707 -1.242 0.001
O -0.233 -0.929 -0.025 -0.052
Cr 1.688 -1.207 0.722 4.050
C -1.423 -1.134 0.292 0.011
C -2.506 -0.242 -0.182 -0.009
H -1.618 -1.718 1.209 -0.002
H -2.500 0.683 0.415 0.002
H -3.482 -0.644 0.130 0.000
O 1.558 0.845 -0.073 -0.001
C 0.592 1.356 -0.508 0.001
O -0.358 2.017 -0.668 -0.001
```

LUMO energy (alpha / beta), eV: -12.77 / -11.15
E_HOMO (alpha / beta), eV: -20.11 / -20.14
Energy above the lowest of the compared OMol25 structures with the same formula, charge and spin, kcal/mol: 39.1
Spin multiplicity: 5
Frontier orbital gap (alpha / beta), eV: 7.3 / 9.0
E, a.u.: -1386.12074
⟨S²⟩: 6.022
Net charge: +2

=====

Below is C3H4CuMgO3 as an isolated structure at a distorted geometry, with properties calculated with ωB97M-V/def2-TZVPD.

Geometry as XYZ:
```
12
Properties=species:S:1:pos:R:3:mulliken_spin:R:1
O -0.004 1.427 1.816 -0.089
C 0.022 0.145 2.007 -0.088
C -0.240 -0.737 0.823 0.257
Cu -0.081 2.554 0.125 0.007
H 1.056 -0.657 1.498 -0.087
H -1.292 -0.605 0.530 -0.035
H -0.176 -1.817 1.010 0.012
O 0.227 0.268 -0.865 0.094
C 0.495 -0.308 -1.917 0.588
Mg -0.133 -0.048 -4.827 0.254
O 0.644 0.026 -3.092 0.077
H -0.517 -0.249 2.895 0.010
```

LUMO energy (alpha / beta), eV: -11.27 / -10.92
E_HOMO (alpha / beta), eV: -15.03 / -15.18
Energy above the lowest of the compared OMol25 structures with the same formula, charge and spin, kcal/mol: 138.8
Spin multiplicity: 2
Frontier orbital gap (alpha / beta), eV: 3.8 / 4.3
E, a.u.: -2182.06396
⟨S²⟩: 0.859
Net charge: +2

=====

Below is C3H4CuO2 as an isolated structure at a distorted geometry, with properties calculated with ωB97M-V/def2-TZVPD.

Geometry as XYZ:
```
10
Properties=species:S:1:pos:R:3:mulliken_spin:R:1
O -0.403 0.592 1.428 -0.034
C 0.186 -0.571 1.522 0.020
C -0.590 0.959 -0.464 0.144
O 0.533 -1.013 0.207 -0.029
C 0.538 0.028 -0.787 -0.009
H -0.390 2.034 -0.487 0.003
H -1.589 0.626 -0.775 0.003
H 1.503 0.555 -0.707 0.000
H 0.409 -0.478 -1.754 0.001
Cu -0.198 -2.733 1.817 0.900
```

LUMO energy (alpha / beta), eV: -0.50 / -0.37
E_HOMO (alpha / beta), eV: -5.60 / -8.92
Energy above the lowest of the compared OMol25 structures with the same formula, charge and spin, kcal/mol: 66.9
Spin multiplicity: 2
Frontier orbital gap (alpha / beta), eV: 5.1 / 8.6
E, a.u.: -1907.47745
⟨S²⟩: 0.762

=====

Below is C3H4CuO3 as an isolated structure at a distorted geometry, with properties calculated with ωB97M-V/def2-TZVPD.

Geometry as XYZ:
```
11
Properties=species:S:1:pos:R:3:mulliken_spin:R:1
O -2.520 0.579 1.616 0.006
C -3.523 0.884 2.051 -0.001
O 1.132 -0.451 1.129 0.213
C 1.568 -0.144 -0.091 0.480
C 0.369 -0.689 -1.099 -0.050
O -0.429 0.375 -0.665 0.429
Cu -0.655 -0.046 1.171 0.555
H 0.782 1.120 -0.945 0.328
H 0.718 -0.508 -2.125 0.041
H 2.312 0.662 0.010 -0.014
H 0.247 -1.783 -1.052 0.013
```

LUMO energy (alpha / beta), eV: -4.55 / -7.52
E_HOMO (alpha / beta), eV: -12.61 / -14.64
Energy above the lowest of the compared OMol25 structures with the same formula, charge and spin, kcal/mol: 104.7
Spin multiplicity: 3
Frontier orbital gap (alpha / beta), eV: 8.1 / 7.1
E, a.u.: -1982.36646
⟨S²⟩: 2.009
Net charge: +1

=====

Below is C3H4EuO3 as an isolated structure at a distorted geometry, with properties calculated with ωB97M-V/def2-TZVPD.

Geometry as XYZ:
```
11
Properties=species:S:1:pos:R:3:mulliken_spin:R:1
O 1.945 0.965 0.142 0.128
C 1.714 -0.142 -0.297 0.646
C 0.547 -0.991 0.032 -0.039
H 0.343 -1.648 -0.825 0.019
H 0.585 -1.448 1.029 0.040
H 2.436 -1.038 -0.038 0.040
Eu 0.241 2.761 0.157 7.190
O -0.420 0.168 -0.005 -0.032
C -1.700 -0.224 -0.044 0.004
O -2.381 0.877 0.034 0.004
H -3.310 0.721 -0.185 0.000
```

LUMO energy (alpha / beta), eV: -5.27 / -5.27
E_HOMO (alpha / beta), eV: -9.23 / -12.33
Energy above the lowest of the compared OMol25 structures with the same formula, charge and spin, kcal/mol: 87.9
Spin multiplicity: 9
Frontier orbital gap (alpha / beta), eV: 4.0 / 7.1
E, a.u.: -1052.33648
⟨S²⟩: 20.013
Net charge: +1

=====

Below is the molecule C3H4F2O2 at a distorted geometry, with properties calculated with ωB97M-V/def2-TZVPD.

Geometry as XYZ:
```
11
Properties=species:S:1:pos:R:3:mulliken_charge:R:1
C 0.626 0.184 0.831 -0.868
O -0.587 0.523 0.249 -0.378
C -1.694 -0.673 -0.169 0.381
O -1.462 -1.811 -0.296 -0.384
C -2.872 0.233 -0.367 0.513
F -2.970 1.269 0.455 -0.193
F -3.972 -0.527 -0.051 -0.255
H 1.080 -0.709 0.576 0.377
H 0.680 0.208 1.958 0.269
H 1.345 0.792 0.477 0.364
H -2.907 0.467 -1.514 0.172
```

LUMO energy, eV: 0.32
E_HOMO, eV: -10.65
Energy above the lowest of the compared OMol25 structures with the same formula, charge and spin, kcal/mol: 35.4
Spin multiplicity: 1
Frontier orbital gap, eV: 11.0
SMILES string: COC(=O)C(F)F
E, a.u.: -466.84704

=====

Below is C3H4FHgO3 as an isolated structure at a distorted geometry, with properties calculated with ωB97M-V/def2-TZVPD.

Geometry as XYZ:
```
12
Properties=species:S:1:pos:R:3:mulliken_spin:R:1
F 4.239 0.273 0.308 0.002
O 0.974 1.289 2.221 -0.027
C 0.425 2.026 1.336 0.084
C 2.781 0.773 0.978 0.001
O -0.804 2.246 1.367 0.054
O 1.118 2.333 0.255 0.004
C 2.021 1.326 -0.225 0.002
Hg -1.139 1.603 3.221 0.879
H 2.478 -0.253 1.220 0.000
H 3.256 1.566 1.570 0.000
H 1.436 0.541 -0.716 0.000
H 2.695 1.825 -0.928 0.001
```

LUMO energy (alpha / beta), eV: 0.15 / -2.34
E_HOMO (alpha / beta), eV: -9.12 / -10.48
Energy above the lowest of the compared OMol25 structures with the same formula, charge and spin, kcal/mol: 0.0
Spin multiplicity: 2
Frontier orbital gap (alpha / beta), eV: 9.3 / 8.1
E, a.u.: -595.61689
⟨S²⟩: 0.753

=====

Below is the molecule C3H4FI at a distorted geometry, with properties calculated with ωB97M-V/def2-TZVPD.

Geometry as XYZ:
```
9
Properties=species:S:1:pos:R:3:mulliken_charge:R:1
C 0.835 0.192 -0.574 -0.472
C -0.103 -1.051 -0.565 -0.311
C -0.593 0.305 -0.323 -0.174
F -1.079 1.479 3.009 -0.625
I -1.757 1.404 0.855 0.660
H 1.592 0.349 0.297 0.231
H 1.428 0.550 -1.470 0.217
H -0.392 -1.412 -1.569 0.234
H 0.068 -1.816 0.341 0.239
```

LUMO energy (alpha / beta), eV: -1.59 / -1.48
E_HOMO (alpha / beta), eV: -9.14 / -9.21
Energy above the lowest of the compared OMol25 structures with the same formula, charge and spin, kcal/mol: 88.0
Spin multiplicity: 1
Frontier orbital gap (alpha / beta), eV: 7.5 / 7.7
E, a.u.: -514.08429

=====

Below is the molecule C3H4FN3S at a distorted geometry, with properties calculated with ωB97M-V/def2-TZVPD.

Geometry as XYZ:
```
12
Properties=species:S:1:pos:R:3:mulliken_spin:R:1
C -0.334 -0.869 -0.405 0.303
C -0.823 -2.987 -0.522 0.612
C 0.447 -0.918 0.683 0.322
N -0.470 -3.428 0.548 0.090
N -0.753 -0.184 -1.482 0.243
N 0.963 0.080 1.513 0.223
F -1.180 -3.476 -1.612 -0.073
S 0.215 -2.549 1.739 0.362
H -0.338 0.653 -1.774 -0.022
H -1.473 -0.651 -2.119 -0.015
H 1.544 -0.210 2.322 -0.032
H 0.398 0.934 1.586 -0.013
```

LUMO energy (alpha / beta), eV: 0.68 / -1.62
E_HOMO (alpha / beta), eV: -4.59 / -8.12
Energy above the lowest of the compared OMol25 structures with the same formula, charge and spin, kcal/mol: 11.8
Spin multiplicity: 3
Frontier orbital gap (alpha / beta), eV: 5.3 / 6.5
E, a.u.: -778.78573
⟨S²⟩: 2.016

=====

Q: Which value of spin multiplicity does entry 2 give?
A: 1